(1)
The following is a DFT calculation (wB97M-V/def2-TZVPD) of C5H8O in the gas phase.

Geometry as XYZ:
```
14
Properties=species:S:1:pos:R:3:nbo_charge:R:1
C -0.43557 1.73214 0.27759 -0.64
C -0.17519 0.26954 0.06340 0.25
C 0.82931 -0.33451 -0.93700 -0.42
C -0.11723 -1.43595 -0.44057 0.08
C 0.06123 -0.94158 1.00419 -0.42
O -1.24609 -0.51003 -0.59183 -0.54
H -0.93044 2.10819 -0.62489 0.23
H 0.50677 2.27611 0.40035 0.22
H -1.08152 1.93384 1.13607 0.22
H 0.68215 -0.01667 -1.97141 0.21
H 1.88259 -0.37712 -0.64140 0.20
H -0.25227 -2.45090 -0.81830 0.19
H -0.76766 -1.18995 1.67211 0.21
H 1.04391 -1.06310 1.47170 0.20
```

## Properties
- HOMO level: -0.3459 hartree
- Energy relative to the best compared isomer or geometry (same formula, charge and spin): 63.4 kcal/mol
- Molecular weight: 84.12 g/mol
- E: -270.4569 Ha
- Net charge: 0
- 2S+1: 1
- Lowest unoccupied orbital energy: 1.04 eV

***

(2)
The following is a DFT calculation (wB97M-V/def2-TZVPD) of C5H8O in the gas phase.

Geometry as XYZ:
```
14
Properties=species:S:1:pos:R:3:nbo_charge:R:1
C -1.85406 0.48306 -0.22615 -0.64
C -0.43090 0.02416 -0.19594 -0.01
C 0.63582 0.71690 -0.58373 -0.23
C 1.86388 0.16593 0.05896 -0.09
O 1.45062 -1.06524 0.64458 -0.53
C 0.04627 -1.24123 0.47684 -0.09
H -2.49906 -0.09277 -0.89662 0.22
H -1.88856 1.53538 -0.52211 0.22
H -2.27950 0.41111 0.78347 0.22
H 0.64104 1.68482 -1.07017 0.21
H 2.14834 0.96939 0.78106 0.17
H 2.75079 -0.03330 -0.55270 0.18
H -0.42584 -1.43033 1.45238 0.17
H -0.15883 -2.12786 -0.14987 0.18
```

## Properties
- HOMO level: -0.3243 hartree
- Energy relative to the best compared isomer or geometry (same formula, charge and spin): 28.7 kcal/mol
- SMILES string: CC1=CCOC1
- Molecular weight: 84.12 g/mol
- E: -270.5122 Ha
- Net charge: 0
- 2S+1: 1
- Lowest unoccupied orbital energy: 1.02 eV

***

(3)
The following is a DFT calculation (wB97M-V/def2-TZVPD) of C5H8O in the gas phase.

Geometry as XYZ:
```
14
Properties=species:S:1:pos:R:3:nbo_charge:R:1
O -1.91906 -0.93716 0.51954 -0.70
C -0.67279 -0.30601 0.47352 0.11
C 0.58792 -1.11436 0.12808 -0.60
C 1.56949 -0.01555 0.44598 0.21
C 0.94470 1.14320 -0.28288 -0.60
C -0.56215 0.86736 -0.49431 -0.43
H -1.78785 -1.86995 0.72384 0.47
H 0.71455 -2.04803 0.68915 0.21
H 0.65154 -1.33913 -0.95325 0.23
H -0.43213 0.12888 1.46724 0.15
H 1.17001 2.11926 0.15586 0.24
H 1.53690 1.09041 -1.21501 0.27
H -1.20268 1.70742 -0.21278 0.22
H -0.83045 0.56864 -1.51641 0.21
```

## Properties
- HOMO level: -0.3129 hartree
- Energy relative to the best compared isomer or geometry (same formula, charge and spin): 93.8 kcal/mol
- Molecular weight: 84.12 g/mol
- E: -270.4083 Ha
- Net charge: 0
- 2S+1: 1
- Lowest unoccupied orbital energy: 0.09 eV

***

(4)
The following is a DFT calculation (wB97M-V/def2-TZVPD) of C5H8O in the gas phase.

Geometry as XYZ:
```
14
Properties=species:S:1:pos:R:3:nbo_charge:R:1
O -0.44306 -1.87092 0.06842 -0.72
C 0.50225 -0.88208 0.42432 0.09
C 1.02404 -0.23714 -0.86002 -0.40
C 0.12829 0.98876 -0.59691 -0.21
C -1.25893 0.78986 -0.00298 -0.42
C -0.07503 0.48440 0.83484 -0.27
H -1.05529 -1.99832 0.80251 0.47
H 1.25513 -1.28189 1.11235 0.17
H 0.99635 -0.85359 -1.76411 0.21
H 2.05737 0.09281 -0.68863 0.20
H 0.45062 1.97626 -0.91441 0.21
H -1.94346 0.00317 -0.30891 0.22
H -1.76390 1.70492 0.31409 0.22
H 0.17014 1.01218 1.74963 0.22
```

## Properties
- HOMO level: -0.3505 hartree
- Energy relative to the best compared isomer or geometry (same formula, charge and spin): 51.4 kcal/mol
- SMILES string: O[C@H]1C[C@H]2C[C@H]21
- Molecular weight: 84.12 g/mol
- E: -270.4760 Ha
- Net charge: 0
- 2S+1: 1
- Lowest unoccupied orbital energy: 0.99 eV

***

(5)
The following is a DFT calculation (wB97M-V/def2-TZVPD) of C5H8O in the gas phase.

Geometry as XYZ:
```
14
Properties=species:S:1:pos:R:3:nbo_charge:R:1
C 1.04265 1.16230 0.53371 -0.61
C 0.65655 0.18164 -0.55102 -0.20
C 0.44919 -1.26684 -0.27419 -0.40
C -0.73920 -0.41003 -0.66196 -0.35
C -1.76260 -0.13344 0.37242 0.44
O -2.93688 0.02807 0.13642 -0.52
H 0.62325 0.89054 1.50591 0.21
H 2.13104 1.19702 0.64431 0.22
H 0.69544 2.17141 0.28956 0.22
H 1.09604 0.40564 -1.52086 0.22
H 0.49617 -1.59883 0.76153 0.22
H 0.78934 -2.00305 -0.99620 0.23
H -1.15366 -0.52628 -1.65914 0.24
H -1.38733 -0.09815 1.41953 0.10
```

## Properties
- HOMO level: -0.3573 hartree
- Energy relative to the best compared isomer or geometry (same formula, charge and spin): 26.0 kcal/mol
- SMILES string: C[C@H]1C[C@H]1C=O
- Molecular weight: 84.12 g/mol
- E: -270.5164 Ha
- Net charge: 0
- 2S+1: 1
- Lowest unoccupied orbital energy: 1.05 eV

***

(6)
The following is a DFT calculation (wB97M-V/def2-TZVPD) of C5H8O in the gas phase in a non-equilibrium geometry.

Geometry as XYZ:
```
14
Properties=species:S:1:pos:R:3:nbo_charge:R:1
C -1.70131 -0.30308 -0.33553 -0.41
C -1.22471 1.10282 -0.31251 -0.40
C -0.43276 0.03231 0.40401 -0.27
C 0.83503 -0.52280 -0.18408 0.06
C 2.12830 -0.33744 0.46261 -0.11
O 1.52327 -1.62004 0.42646 -0.49
H -1.52407 -0.80855 -1.28042 0.22
H -2.61922 -0.58910 0.16464 0.22
H -1.78944 1.75907 0.34722 0.21
H -0.76169 1.59068 -1.15230 0.21
H -0.41653 0.40790 1.41439 0.23
H 0.81199 -0.62652 -1.27514 0.18
H 3.02233 -0.18612 -0.13872 0.18
H 2.14879 0.10086 1.45939 0.18
```

## Properties
- HOMO level: -0.3674 hartree
- Energy relative to the best compared isomer or geometry (same formula, charge and spin): 58.9 kcal/mol
- SMILES string: C1CC1[C@H]1CO1
- Molecular weight: 84.12 g/mol
- E: -270.4641 Ha
- Net charge: 0
- 2S+1: 1
- Lowest unoccupied orbital energy: 1.19 eV

***

(7)
The following is a DFT calculation (wB97M-V/def2-TZVPD) of C5H8O in the gas phase.

Geometry as XYZ:
```
14
Properties=species:S:1:pos:R:3:nbo_charge:R:1
C 1.79028 -0.44873 0.28936 -0.63
C 0.65418 0.27663 -0.44254 0.06
C -0.25598 1.05269 0.47464 -0.21
C -1.47794 0.53895 0.44357 -0.22
C -1.51406 -0.61425 -0.51758 -0.09
O -0.21281 -0.66408 -1.07934 -0.52
H 1.96616 -1.40708 -0.20473 0.23
H 2.72015 0.12810 0.26794 0.21
H 1.52952 -0.64304 1.33459 0.21
H 1.08413 0.92220 -1.22287 0.18
H 0.08334 1.87884 1.09011 0.22
H -2.33486 0.85378 1.02888 0.22
H -2.25338 -0.47062 -1.31819 0.18
H -1.75326 -1.56312 -0.01116 0.18
```

## Properties
- HOMO level: -0.3341 hartree
- Energy relative to the best compared isomer or geometry (same formula, charge and spin): 24.7 kcal/mol
- SMILES string: C[C@@H]1C=CCO1
- Molecular weight: 84.12 g/mol
- E: -270.5185 Ha
- Net charge: 0
- 2S+1: 1
- Lowest unoccupied orbital energy: 1.12 eV

***

(8)
The following is a DFT calculation (wB97M-V/def2-TZVPD) of C5H8O in the gas phase.

Geometry as XYZ:
```
14
Properties=species:S:1:pos:R:3:nbo_charge:R:1
C 1.79309 -0.45128 0.23584 -0.62
C 0.63808 0.22251 -0.49928 0.07
C -0.20812 1.07158 0.41292 -0.21
C -1.44212 0.59111 0.47842 -0.22
C -1.56127 -0.59541 -0.43721 -0.09
O -0.27426 -0.74452 -1.02175 -0.53
H 2.44315 -0.99349 -0.45772 0.22
H 2.40161 0.30088 0.75385 0.21
H 1.39228 -1.15421 0.97361 0.21
H 1.04478 0.80646 -1.34088 0.18
H 0.19230 1.92670 0.94634 0.22
H -2.26022 0.96646 1.08625 0.22
H -2.30951 -0.43271 -1.22679 0.18
H -1.84978 -1.51409 0.09642 0.18
```

## Properties
- HOMO level: -0.3339 hartree
- Energy relative to the best compared isomer or geometry (same formula, charge and spin): 23.3 kcal/mol
- SMILES string: C[C@@H]1C=CCO1
- Molecular weight: 84.12 g/mol
- E: -270.5208 Ha
- Net charge: 0
- 2S+1: 1
- Lowest unoccupied orbital energy: 1.12 eV

***

(9)
The following is a DFT calculation (wB97M-V/def2-TZVPD) of C5H8O in the gas phase in a non-equilibrium geometry.

Geometry as XYZ:
```
14
Properties=species:S:1:pos:R:3:nbo_charge:R:1
C 1.75387 0.07926 0.08624 -0.10
C 0.98728 0.42793 1.33346 -0.32
C -0.39945 -0.01564 0.21769 0.21
C -1.12924 -0.97698 -0.79993 -0.44
C -1.75746 0.32943 -0.36753 -0.46
O 0.63151 0.63403 -0.60343 -0.56
H 2.67325 0.60548 -0.22348 0.19
H 1.87409 -1.00631 -0.06809 0.17
H 0.90007 -0.15531 2.21896 0.19
H 1.19807 1.50998 1.53895 0.22
H -0.66297 -0.95366 -1.79345 0.23
H -1.65414 -1.91767 -0.61917 0.22
H -2.71768 0.28438 0.15401 0.22
H -1.69721 1.15508 -1.07422 0.22
```

## Properties
- HOMO level: -0.3244 hartree
- Energy relative to the best compared isomer or geometry (same formula, charge and spin): 112.6 kcal/mol
- SMILES string: C1CC2(CC2)O1
- Molecular weight: 84.12 g/mol
- E: -270.3784 Ha
- Net charge: 0
- 2S+1: 1
- Lowest unoccupied orbital energy: 1.03 eV

***

(10)
The following is a DFT calculation (wB97M-V/def2-TZVPD) of C5H8O in the gas phase.

Geometry as XYZ:
```
14
Properties=species:S:1:pos:R:3:nbo_charge:R:1
C -1.86392 0.32676 0.47163 -0.78
C -0.45394 0.74216 0.48551 0.20
C 0.53952 -0.29870 0.88982 -0.57
C 1.54357 -0.25719 -0.29615 -0.48
C 0.77793 0.26815 -1.49880 0.43
O -0.20608 -0.31489 -1.92360 -0.54
H -2.21889 0.82323 1.39361 0.27
H -2.10100 -0.74686 0.53000 0.19
H -2.41691 0.80395 -0.34514 0.26
H 1.04908 0.06763 1.78984 0.25
H 0.16586 -1.31645 1.09214 0.18
H 2.38617 0.40070 -0.07161 0.22
H 1.92228 -1.25838 -0.53407 0.24
H 1.13130 1.20319 -1.96883 0.14
```

## Properties
- HOMO level: -0.3080 hartree
- Energy relative to the best compared isomer or geometry (same formula, charge and spin): 97.3 kcal/mol
- Molecular weight: 84.12 g/mol
- E: -270.4028 Ha
- Net charge: 0
- 2S+1: 1
- Lowest unoccupied orbital energy: 0.18 eV

***

(11)
The following is a DFT calculation (wB97M-V/def2-TZVPD) of C5H8O in the gas phase.

Geometry as XYZ:
```
14
Properties=species:S:1:pos:R:3:nbo_charge:R:1
C -1.13446 0.24608 -1.16376 -0.62
C 0.11764 -0.49923 -0.74559 -0.34
C 1.32211 0.20964 -0.13558 -0.05
C 0.67800 0.96140 1.05070 -0.18
O -0.23681 -0.03528 1.54166 -0.52
C 0.19042 -1.03659 0.65406 -0.02
H -1.59777 0.76543 -0.32140 0.22
H -1.87171 -0.45205 -1.57312 0.22
H -0.90241 0.98129 -1.94204 0.22
H 0.43671 -1.22666 -1.49625 0.22
H 1.40846 -1.01490 0.73095 0.24
H 0.17029 1.88257 0.73417 0.20
H 1.39493 1.20311 1.84233 0.19
H -0.07286 -2.06231 0.91830 0.23
```

## Properties
- HOMO level: -0.3058 hartree
- Energy relative to the best compared isomer or geometry (same formula, charge and spin): 116.7 kcal/mol
- Molecular weight: 84.12 g/mol
- E: -270.3720 Ha
- Net charge: 0
- 2S+1: 1
- Lowest unoccupied orbital energy: 0.88 eV

***

(12)
The following is a DFT calculation (wB97M-V/def2-TZVPD) of C5H8O in the gas phase.

Geometry as XYZ:
```
14
Properties=species:S:1:pos:R:3:nbo_charge:R:1
C -2.17021 0.06172 -0.45736 -0.40
C -1.16140 0.91584 -0.59573 -0.16
C -0.02860 1.02745 0.40197 -0.46
C 1.09540 0.09935 0.01431 -0.31
C 1.33100 -1.04585 0.65450 0.15
O 2.22680 -2.00601 0.30533 -0.67
H -2.24948 -0.57545 0.42360 0.19
H -2.93627 -0.05550 -1.21867 0.20
H -1.08816 1.52801 -1.49645 0.19
H -0.39755 0.76228 1.40196 0.21
H 0.32941 2.06367 0.45826 0.21
H 1.66354 0.34257 -0.88532 0.19
H 0.79469 -1.33067 1.55600 0.17
H 2.59081 -1.78742 -0.56240 0.47
```

## Properties
- HOMO level: -0.3195 hartree
- Energy relative to the best compared isomer or geometry (same formula, charge and spin): 35.9 kcal/mol
- SMILES string: C=CC/C=C/O
- Molecular weight: 84.12 g/mol
- E: -270.5007 Ha
- Net charge: 0
- 2S+1: 1
- Lowest unoccupied orbital energy: 1.00 eV